i.
Formula: C36H41N8O2SZr
Source: the OMol25 dataset
Level of theory: the ωB97M-V functional and the def2-TZVPD basis

Last column: Mulliken charge in e.
Positions of all 89 atoms, in Å:
Zr: -0.083 -0.101 0.082  0.5110
C: -1.121 -3.174 -1.198  -1.2632
C: -1.790 -3.403 0.152  -0.8659
C: -2.824 -2.391 0.534  0.6578
C: -4.158 -2.604 0.205  -0.7782
C: -5.103 -1.667 0.579  -0.4173
C: -4.686 -0.549 1.281  -0.8061
C: -3.340 -0.400 1.547  -0.3296
N: -2.421 -1.300 1.188  -0.0001
N: -0.042 -2.142 -1.239  1.2944
C: 0.144 -1.711 -2.636  -2.1951
C: 1.004 -0.498 -2.856  1.6706
C: 1.177 -0.110 -4.178  -1.5475
C: 2.061 0.911 -4.458  -0.4729
C: 2.763 1.502 -3.409  -1.0097
C: 2.512 1.068 -2.124  -0.5222
N: 1.645 0.084 -1.837  0.9987
C: 1.212 -2.747 -0.749  -1.0957
C: 1.327 -2.793 0.755  0.0947
C: 1.746 -3.942 1.398  -0.8067
C: 1.762 -3.980 2.792  -0.7439
C: 1.325 -2.873 3.496  -1.0370
C: 0.953 -1.744 2.782  -0.3633
N: 1.013 -1.671 1.455  1.4860
H: -1.871 -2.899 -1.939  0.5151
H: -0.676 -4.122 -1.520  0.5668
H: -1.056 -3.521 0.950  0.1363
H: -2.290 -4.370 0.060  0.6063
H: -4.445 -3.496 -0.338  0.4411
H: -6.146 -1.809 0.328  0.4361
H: -5.382 0.214 1.599  0.4412
H: -2.951 0.479 2.041  0.5400
H: -0.839 -1.503 -3.054  0.7041
H: 0.586 -2.547 -3.198  0.4841
H: 0.631 -0.617 -4.964  0.3714
H: 2.210 1.239 -5.478  0.9554
H: 3.471 2.302 -3.567  0.4884
H: 3.019 1.526 -1.289  0.0311
H: 2.055 -2.188 -1.157  0.4772
H: 1.303 -3.779 -1.105  0.4049
H: 2.021 -4.811 0.817  0.4996
H: 2.078 -4.876 3.308  0.4181
H: 1.268 -2.865 4.574  0.5299
H: 0.603 -0.866 3.309  0.2248
S: -2.249 0.103 -1.545  -0.2889
C: -2.194 1.662 -2.289  0.6923
N: -3.001 1.910 -3.251  -0.7171
N: -2.883 3.199 -3.815  -0.0921
C: -1.898 3.376 -4.791  0.5073
C: -1.949 4.525 -5.589  -0.7713
C: -0.957 4.776 -6.516  -0.3993
C: 0.111 3.897 -6.675  -1.0058
C: 0.157 2.760 -5.887  -0.1068
C: -0.831 2.494 -4.946  -0.3945
N: -1.229 2.666 -1.986  -0.9899
N: -0.146 2.390 -1.464  1.1524
C: 0.701 3.578 -1.533  -0.5421
C: 0.691 4.340 -2.700  0.0769
C: 1.527 5.439 -2.800  -0.8634
C: 2.362 5.782 -1.744  -0.7219
C: 2.355 5.023 -0.586  -1.0038
C: 1.530 3.911 -0.479  0.3165
H: -3.803 3.470 -4.132  0.3193
H: -2.769 5.222 -5.463  0.4040
H: -1.015 5.671 -7.124  0.3920
H: 0.880 4.094 -7.409  0.4220
H: 0.968 2.053 -6.017  0.3779
H: -0.792 1.592 -4.349  0.5031
H: 0.037 4.069 -3.516  0.5288
H: 1.523 6.030 -3.707  0.4860
H: 3.013 6.643 -1.824  0.4040
H: 2.995 5.294 0.245  0.4690
H: 1.520 3.320 0.413  0.2974
C: 0.430 3.254 2.611  -1.6746
C: 1.106 1.931 2.878  -0.1612
O: 1.847 1.429 1.726  0.2538
C: 3.006 0.697 2.132  -0.1521
C: 4.028 0.644 1.020  -1.2318
H: -0.109 3.533 3.519  0.4623
H: -0.283 3.179 1.796  0.2737
H: 1.152 4.047 2.417  0.4074
H: 0.357 1.193 3.171  -0.1537
H: 1.822 2.050 3.694  0.8347
H: 2.728 -0.330 2.383  0.0922
H: 3.440 1.151 3.026  0.5442
H: 3.616 0.146 0.141  0.0337
H: 4.895 0.069 1.346  0.5255
H: 4.365 1.643 0.742  0.3079
O: -0.963 1.045 1.084  -0.5448

Calculated values
LUMO energy in eV: -3.18
Gap between HOMO and LUMO in eV: 6.248
Total charge: +1
HOMO energy in Eh: -0.3464

ii.
Formula: C36H41N8O2SZr
Source: the OMol25 dataset
Level of theory: the ωB97M-V functional and the def2-TZVPD basis

Last column: Mulliken charge in e.
Positions of all 89 atoms, in Å:
Zr: -0.973 -0.139 -0.030  0.9692
C: -2.993 1.526 2.143  -1.3331
C: -2.070 1.956 3.283  -1.4341
C: -0.753 2.576 2.882  0.9499
C: 0.238 2.839 3.824  -0.8596
C: 1.406 3.444 3.400  -0.5650
C: 1.553 3.762 2.055  -0.5454
C: 0.514 3.456 1.196  -0.3623
N: -0.618 2.885 1.604  -0.0359
N: -2.808 0.165 1.504  2.0690
C: -2.722 -0.851 2.577  -1.4714
C: -2.349 -2.217 2.070  0.5655
C: -2.351 -3.294 2.947  -1.4141
C: -2.013 -4.545 2.475  -0.5441
C: -1.701 -4.689 1.130  -1.2549
C: -1.717 -3.567 0.331  -0.4580
N: -2.023 -2.340 0.780  0.9464
C: -4.079 -0.183 0.779  -2.0399
C: -4.307 0.396 -0.612  0.6336
C: -4.543 1.881 -0.594  -1.3608
C: -4.145 2.678 -1.575  -0.3475
C: -3.397 2.119 -2.688  -0.7730
C: -2.996 0.855 -2.640  -0.1938
N: -3.244 -0.029 -1.556  0.5538
H: -2.926 2.256 1.339  0.4328
H: -4.014 1.529 2.538  0.5409
H: -1.894 1.165 4.012  0.3110
H: -2.638 2.712 3.834  0.5328
H: 0.096 2.565 4.862  0.4091
H: 2.198 3.658 4.105  0.4150
H: 2.457 4.224 1.682  0.4499
H: 0.579 3.662 0.132  0.4174
H: -3.691 -0.924 3.089  0.5690
H: -1.983 -0.556 3.316  0.4670
H: -2.613 -3.139 3.985  0.5580
H: -2.001 -5.399 3.139  0.4454
H: -1.448 -5.651 0.708  0.4878
H: -1.482 -3.639 -0.721  0.4462
H: -4.923 0.118 1.409  0.5251
H: -4.122 -1.267 0.709  0.8813
H: -5.140 2.252 0.230  0.4639
H: -4.375 3.734 -1.558  0.4354
H: -3.114 2.734 -3.529  0.4352
H: -2.379 0.448 -3.426  0.0854
S: 0.433 -0.563 2.093  -0.6916
C: 1.966 0.187 1.700  0.6865
N: 2.813 0.407 2.639  -0.7238
N: 4.049 0.865 2.339  -0.0174
C: 4.875 0.298 1.322  0.4559
C: 4.731 -1.025 0.915  -0.1874
C: 5.582 -1.543 -0.047  -0.5686
C: 6.588 -0.757 -0.600  -0.6298
C: 6.737 0.554 -0.176  -0.6063
C: 5.878 1.086 0.778  -0.3082
N: 2.313 0.534 0.384  -0.6480
N: 1.471 0.356 -0.509  1.2945
C: 1.971 0.703 -1.818  -0.1778
C: 1.075 1.060 -2.819  -0.5593
C: 1.551 1.347 -4.090  -0.6338
C: 2.908 1.266 -4.367  -0.6509
C: 3.797 0.905 -3.362  -0.6149
C: 3.336 0.625 -2.088  0.1916
H: 4.549 1.042 3.196  0.2551
H: 3.959 -1.646 1.352  0.4379
H: 5.471 -2.574 -0.356  0.4123
H: 7.253 -1.169 -1.347  0.4231
H: 7.518 1.176 -0.594  0.3895
H: 5.973 2.117 1.094  0.4345
H: 0.027 1.175 -2.578  0.5322
H: 0.857 1.648 -4.864  0.4671
H: 3.274 1.487 -5.361  0.4062
H: 4.856 0.836 -3.570  0.4717
H: 4.025 0.331 -1.308  -0.4123
C: -3.386 -1.417 -1.999  -1.0631
C: -2.142 -1.924 -2.700  -1.3261
O: -0.952 -1.668 -1.930  1.2257
C: 0.215 -2.281 -2.556  -0.7924
C: 1.252 -2.693 -1.539  -0.8185
H: -4.231 -1.542 -2.691  0.3884
H: -5.254 -0.091 -0.934  0.2381
H: -3.582 -2.041 -1.130  0.5406
H: -2.014 -1.482 -3.690  0.5216
H: -2.245 -3.004 -2.839  0.6138
H: 0.617 -1.566 -3.276  0.3059
H: -0.135 -3.160 -3.102  0.5218
H: 1.610 -1.860 -0.937  -0.1404
H: 2.110 -3.101 -2.075  0.5177
H: 0.878 -3.465 -0.869  0.2779
O: -1.072 1.405 -0.833  -0.4420

Calculated values
LUMO energy in eV: -2.96
Gap between HOMO and LUMO in eV: 6.822
Total charge: +1
HOMO energy in Eh: -0.3596

Name the least stable of them. i.

i.
Formula: CH10O3
Source: the OMol25 dataset
Level of theory: the ωB97M-V functional and the def2-TZVPD basis

Last column: Löwdin spin population.
Positions of all 14 atoms, in Å:
C: -0.598 -6.057 -2.251  0.0000
H: -0.017 -6.938 -1.995  0.0000
H: -0.401 -5.767 -3.276  0.0000
H: -1.640 -6.362 -2.131  0.0000
H: -0.400 -5.255 -1.545  0.0000
H: 3.163 4.743 2.544  0.0392
H: 1.815 5.708 2.342  0.0202
O: 2.415 5.206 2.909  0.1736
H: 5.291 4.726 1.372  0.1588
H: 4.949 3.247 1.880  0.1582
O: 4.611 4.023 1.391  0.4499
H: -6.812 1.284 -0.934  0.0000
H: -6.292 0.297 0.024  0.0000
O: -6.086 1.146 -0.329  0.0000

Calculated values
LUMO energy (spin up / spin down) in eV: 2.22 / 2.22
Gap between HOMO and LUMO (spin up / spin down) in eV: 0.980 / 8.622
Total charge: -1
<S²>: 0.75
HOMO energy (spin up / spin down) in Eh: 0.0456 / -0.2352
Spin multiplicity: 2

ii.
Formula: CH10O3
Source: the OMol25 dataset
Level of theory: the ωB97M-V functional and the def2-TZVPD basis

Last column: Löwdin spin population.
Positions of all 14 atoms, in Å:
C: 0.500 2.073 -0.715  0.0915
H: 0.785 2.607 -1.659  0.0058
H: 1.024 1.171 -0.578  0.0379
H: -0.476 1.868 -1.149  0.0054
H: 0.485 2.677 0.174  0.0030
H: 1.925 -2.512 0.393  0.1034
H: 2.436 -1.630 -0.957  0.1527
O: 1.728 -2.193 -0.462  0.3566
H: -2.238 0.032 2.092  0.0071
H: -2.858 0.643 0.720  0.0059
O: -2.136 0.738 1.305  0.0281
H: -0.722 -2.164 -0.271  0.0347
H: 0.251 -1.686 0.546  0.0357
O: -0.703 -1.623 0.561  0.1321

Calculated values
LUMO energy (spin up / spin down) in eV: 3.74 / 3.59
Gap between HOMO and LUMO (spin up / spin down) in eV: 2.907 / 10.355
Total charge: -1
<S²>: 0.75
HOMO energy (spin up / spin down) in Eh: 0.0305 / -0.2487
Spin multiplicity: 2

Name the least stable of them. ii.

i.
Formula: C3H12NS
Source: the OMol25 dataset
Level of theory: the ωB97M-V functional and the def2-TZVPD basis

Last column: Mulliken charge in e.
Positions of all 17 atoms, in Å:
C: -3.134 -0.178 0.733  -0.7994
N: -1.745 -0.552 1.080  -0.2109
H: -3.223 -0.129 -0.356  0.3238
H: -3.348 0.800 1.170  0.3151
H: -3.865 -0.904 1.080  0.3529
H: -1.569 -1.550 0.977  0.3754
H: -1.076 -0.044 0.457  0.0812
H: -1.428 -0.320 2.036  0.3794
C: 1.534 -1.180 0.018  -0.7182
S: 1.019 0.549 -0.097  -0.1018
C: 1.616 0.933 -1.783  -0.7278
H: 1.849 -1.664 -0.894  0.3399
H: 2.304 -1.255 0.780  0.3005
H: 0.713 -1.810 0.369  0.2046
H: 0.815 0.677 -2.454  0.2809
H: 2.453 0.270 -1.943  0.2784
H: 1.953 1.965 -1.903  0.3260

Calculated values
LUMO energy in eV: -3.49
Gap between HOMO and LUMO in eV: 9.224
Total charge: +1
HOMO energy in Eh: -0.4672

ii.
Formula: C3H12NS
Source: the OMol25 dataset
Level of theory: the ωB97M-V functional and the def2-TZVPD basis

Last column: Mulliken charge in e.
Positions of all 17 atoms, in Å:
C: 0.549 -1.627 3.017  -0.7254
N: 1.083 -1.535 1.595  -0.3072
H: 1.358 -1.657 3.760  0.3477
H: -0.073 -0.776 3.255  0.3166
H: -0.088 -2.511 3.169  0.3306
H: 1.720 -2.321 1.293  0.3955
H: 1.735 -0.661 1.772  0.4564
H: 0.583 -1.131 0.787  0.1685
C: -1.457 1.053 0.147  -1.1061
C: -1.153 0.538 -1.295  -0.4816
S: 0.444 0.991 -1.960  -0.2317
H: -1.822 2.082 -0.029  0.3598
H: -0.606 1.015 0.836  0.3092
H: -2.314 0.516 0.590  0.2896
H: -1.279 -0.539 -1.249  0.3437
H: -1.976 1.002 -1.866  0.3845
H: 0.455 0.183 -3.020  0.1500

Calculated values
LUMO energy in eV: -3.99
Gap between HOMO and LUMO in eV: 8.347
Total charge: +1
HOMO energy in Eh: -0.4534

Name the least stable of them. ii.

i.
Formula: C7H11N3
Source: the OMol25 dataset
Level of theory: the ωB97M-V functional and the def2-TZVPD basis

Last column: Mulliken charge in e.
Positions of all 21 atoms, in Å:
C: -1.097 0.214 1.375  -0.6852
C: 1.132 1.495 1.415  -0.6574
C: 0.075 0.597 1.912  0.7333
C: -1.136 1.177 -0.778  -0.6772
C: -0.070 0.954 -1.845  -0.5004
C: 1.225 0.586 -0.984  -0.7293
C: -1.313 -1.285 -0.591  -1.1771
N: -1.278 0.089 -0.055  0.2881
N: 1.466 1.505 0.165  0.0998
N: 0.251 0.170 3.243  -0.6492
H: -1.938 -0.178 1.910  0.4125
H: -0.037 0.149 -2.638  0.2308
H: 0.047 1.795 -2.382  0.5613
H: 1.121 -0.554 -0.819  0.1897
H: 2.027 0.738 -1.645  0.4706
H: -1.346 -1.213 -1.584  0.5197
H: -0.348 -1.759 -0.479  0.3543
H: -2.037 -1.841 -0.105  0.3635
H: 2.028 2.293 -0.122  0.2786
H: 0.580 -0.818 3.136  0.2651
H: 0.960 0.699 3.804  0.3085

Calculated values
LUMO energy in eV: 0.49
Gap between HOMO and LUMO in eV: 8.012
HOMO energy in Eh: -0.2763

ii.
Formula: C7H11N3
Source: the OMol25 dataset
Level of theory: the ωB97M-V functional and the def2-TZVPD basis

Last column: Mulliken charge in e.
Positions of all 21 atoms, in Å:
C: -1.719 -1.783 -0.191  -0.4601
C: -1.389 -1.319 1.062  -0.2824
C: -1.724 -0.819 -1.211  -0.4262
C: -1.348 0.006 1.397  -0.3286
C: -1.729 0.482 -0.888  -0.2324
C: -1.632 0.950 0.427  -0.4895
C: 2.435 -0.676 -1.231  -0.6206
N: 1.668 2.104 0.859  -0.6535
N: 2.444 0.332 -0.319  0.0963
N: 1.589 1.332 -0.308  -0.2896
H: -1.939 -2.898 -0.315  0.2884
H: -1.089 -1.979 1.867  0.3345
H: -1.889 -1.145 -2.220  0.4147
H: -1.181 0.262 2.417  0.4601
H: -1.634 1.056 -1.770  0.3398
H: 1.673 -0.584 -1.945  0.2964
H: -1.537 2.100 0.691  0.3751
H: 3.172 -1.346 -1.102  0.3046
H: 1.870 1.377 1.589  0.2617
H: 0.756 2.434 0.826  0.3408
H: 3.203 0.115 0.362  0.2707

Calculated values
LUMO energy (spin up / spin down) in eV: 0.88 / 0.88
Gap between HOMO and LUMO (spin up / spin down) in eV: 7.610 / 7.589
HOMO energy (spin up / spin down) in Eh: -0.2471 / -0.2465

Name the least stable of them. i.